The following is a DFT calculation (ωB97M-V/def2-TZVPD) of C44H37Br2N7OP2SV as an isolated structure in a non-equilibrium geometry.

Each line ends with the Löwdin charge.
CARTESIAN COORDINATES (ANGSTROEM)
V  -0.400  0.796  0.333  0.744
C  5.580  1.248  -1.345  -0.057
C  5.276  2.546  -0.948  -0.055
C  3.994  2.865  -0.553  -0.005
C  2.998  1.877  -0.528  -0.237
C  3.319  0.571  -0.886  -0.032
C  4.600  0.266  -1.314  -0.065
N  1.695  2.161  -0.077  0.019
N  1.412  3.358  0.101  0.102
C  0.239  3.670  0.759  -0.340
C  0.128  5.010  1.145  -0.005
C  -0.893  5.411  1.982  -0.048
C  -1.817  4.467  2.402  -0.047
C  -1.732  3.151  1.958  -0.143
C  -0.719  2.685  1.126  -0.206
H  6.581  1.009  -1.676  0.114
H  6.043  3.309  -0.946  0.116
H  3.736  3.868  -0.248  0.109
H  2.545  -0.184  -0.857  0.079
H  4.844  -0.742  -1.625  0.106
H  0.883  5.707  0.806  0.124
H  -0.970  6.440  2.304  0.118
H  -2.616  4.759  3.072  0.117
H  -2.498  2.472  2.297  0.025
C  2.388  -2.704  -2.883  -0.015
C  1.763  -1.526  -3.569  -0.301
C  1.928  -1.337  -4.958  0.013
C  1.368  -0.252  -5.561  -0.003
C  0.639  0.682  -4.793  -0.171
C  0.048  1.856  -5.315  -0.599
Br  0.167  2.253  -7.155  0.861
C  -0.632  2.724  -4.505  -0.146
C  -0.748  2.447  -3.142  -0.551
Br  -1.715  3.609  -1.996  0.928
C  -0.189  1.323  -2.560  -0.293
O  -0.302  1.110  -1.242  -0.307
C  0.525  0.408  -3.406  -0.132
N  1.068  -0.686  -2.832  0.159
H  3.278  -3.030  -3.418  0.088
H  1.691  -3.544  -2.855  0.085
H  2.664  -2.456  -1.858  0.066
H  2.503  -2.049  -5.534  0.125
H  1.487  -0.088  -6.623  0.090
H  -1.065  3.626  -4.910  0.109
C  -3.400  0.176  -1.990  -0.212
P  -2.916  0.426  -0.233  0.955
C  -4.274  1.597  0.184  -0.208
C  -3.347  -1.168  0.573  -0.387
C  -4.233  -2.085  0.017  -0.067
C  -4.390  -3.339  0.591  -0.048
C  -3.635  -3.702  1.695  -0.045
C  -2.758  -2.790  2.270  -0.067
C  -2.637  -1.517  1.731  -0.403
P  -1.700  -0.154  2.499  0.960
C  -3.163  0.511  3.408  -0.211
C  -0.859  -0.864  3.971  -0.202
H  -3.023  -0.737  -2.444  0.049
H  -3.030  1.028  -2.560  0.027
H  -4.488  0.178  -2.054  0.064
H  -5.176  1.026  0.408  0.069
H  -4.441  2.223  -0.693  0.048
H  -4.033  2.256  1.012  0.021
H  -4.813  -1.834  -0.862  0.111
H  -5.095  -4.041  0.166  0.120
H  -3.738  -4.690  2.124  0.120
H  -2.170  -3.079  3.131  0.110
H  -3.622  -0.314  3.952  0.068
H  -3.899  0.920  2.720  0.032
H  -2.852  1.277  4.118  0.064
H  -1.601  -1.279  4.650  0.061
H  -0.362  -0.033  4.477  0.064
H  -0.114  -1.619  3.733  0.041
S  3.215  -5.263  3.040  1.098
N  3.482  -3.694  3.250  -0.199
C  2.563  -3.031  2.571  -0.298
C  2.419  -1.600  2.510  -0.074
C  3.254  -0.709  3.188  0.059
C  2.946  0.634  3.156  0.018
C  1.826  1.055  2.451  -0.085
N  1.068  0.235  1.727  -0.023
C  1.363  -1.083  1.743  -0.180
C  0.551  -1.958  0.918  -0.154
N  -0.270  -1.357  0.039  0.036
C  -0.944  -2.112  -0.813  -0.115
C  -0.934  -3.501  -0.770  0.006
C  -0.144  -4.135  0.164  0.051
C  0.663  -3.356  0.995  -0.067
C  1.664  -3.895  1.878  -0.299
N  1.932  -5.173  2.078  -0.201
H  4.108  -1.090  3.731  0.137
H  3.550  1.358  3.683  0.129
H  1.531  2.096  2.484  0.124
H  -1.508  -1.599  -1.575  0.093
H  -1.550  -4.064  -1.457  0.130
H  -0.106  -5.213  0.248  0.137

**Net charge**: +2
**Energy**: -253881.1110 eV
**Expectation value of S²**: 0.7659
**Relative energy (zero: lowest compared OMol25 entry of this formula, charge and spin)**: 30.2 kcal per mole
**2S+1**: 2
**HOMO-LUMO gap (spin up / spin down)**: 0.244 / 0.245 Eh
**HOMO level (spin up / spin down)**: -0.471 / -0.473 Eh